(1)
9
Properties=species:S:1:pos:R:3:forces:R:3 method="wB97M-V/def2-TZVPD" smiles="NN(O)[N+](=O)[O-]" fmax_ev_per_a=3.351 total_energy_ha=-391.55726
N 0.14207 1.08512 -0.80241 -0.28 -0.32 -0.88
N 0.12092 -0.12142 -0.09705 0.62 0.78 -2.30
O 1.26802 -0.83350 0.22246 1.27 3.10 -0.05
N -0.89137 -0.31912 0.83508 0.40 -0.86 -1.11
O -1.87135 0.31812 0.70645 -1.77 1.91 0.16
O -0.75629 -1.30878 1.49158 0.40 -1.10 1.47
H 0.85675 1.77488 -0.69203 0.80 -0.17 1.65
H 0.00542 1.16228 -1.84188 -0.39 -1.84 1.43
H 1.12583 -1.75758 0.17780 -1.04 -1.51 -0.37

(2)
64
Properties=species:S:1:pos:R:3:forces:R:3 method="wB97M-V/def2-TZVPD" fmax_ev_per_a=2.392 total_energy_ha=-2156.03975
Ir 0.30373 -0.17819 0.37415 -1.05 -1.84 -1.12
C 4.91427 1.14570 -1.78161 -0.09 0.07 -0.02
C 3.72116 1.06921 -0.85747 0.29 0.72 0.49
O 2.86642 0.21399 -0.97903 -0.60 -0.38 0.20
N 3.66537 2.02982 0.11866 -0.04 -0.31 -0.32
C 2.53562 2.19317 1.03020 0.04 0.12 -0.40
C 1.34506 2.80506 0.32359 0.49 0.62 0.38
C 1.19982 4.18699 0.26192 0.40 -0.29 0.16
C 0.18331 4.73371 -0.49321 0.05 0.37 -0.01
C -0.63517 3.88389 -1.19395 -0.19 -0.41 -0.30
C -0.43850 2.51743 -1.05208 -0.55 0.13 -0.48
N 0.50293 1.97601 -0.28998 -0.17 0.22 0.44
H 5.21799 0.13529 -2.04044 0.01 -0.02 0.01
H 5.75599 1.68771 -1.34865 -0.07 -0.04 -0.01
H 4.60640 1.64996 -2.70172 0.02 -0.04 0.07
H 4.34697 2.76627 0.08576 0.07 0.01 0.02
H 2.87294 2.83957 1.83814 -0.08 -0.08 0.09
H 2.25091 1.22818 1.44387 0.15 -0.13 0.10
H 1.89539 4.82072 0.80054 -0.06 -0.06 0.00
H 0.04446 5.80820 -0.54356 0.00 -0.10 0.04
H -1.43972 4.25372 -1.81592 0.02 -0.09 0.05
H -1.05565 1.81245 -1.59407 -0.17 0.10 0.12
C -2.49194 -0.70078 -1.21883 0.05 0.30 -0.35
N -1.99634 -1.21623 0.05356 1.02 0.50 0.35
C -2.95253 -0.91336 1.11510 -0.21 0.32 0.28
C -1.79290 -2.67404 -0.00753 0.34 -0.39 0.13
C -0.35264 -3.10136 0.03177 -0.15 -0.05 -0.20
C -0.07304 -4.46381 -0.09757 0.13 -0.01 -0.05
C 1.23132 -4.92828 -0.02429 -0.02 0.13 0.03
C 2.26227 -4.01280 0.18018 -0.10 0.03 0.00
C 1.97355 -2.66088 0.31464 0.05 0.14 -0.03
C 0.66150 -2.16522 0.24612 0.17 0.21 0.32
H -3.45517 -1.15338 -1.49620 0.12 -0.01 0.14
H -1.76873 -0.91082 -2.01001 -0.02 -0.03 0.02
H -2.63742 0.37818 -1.14011 -0.01 -0.06 0.06
H -3.88096 -1.48785 0.99567 0.14 -0.06 -0.16
H -3.20590 0.14548 1.08594 0.10 0.01 0.11
H -2.50932 -1.13463 2.08724 -0.06 0.01 -0.09
H -2.28481 -3.07252 -0.90010 -0.01 0.05 -0.01
H -2.29805 -3.12807 0.84684 -0.07 0.05 0.02
H -0.88993 -5.16915 -0.25212 0.12 0.13 0.01
H 1.44314 -5.98797 -0.12246 -0.02 0.10 0.01
H 3.29094 -4.35538 0.23796 -0.09 0.05 0.00
H 2.79188 -1.96128 0.46864 -0.08 -0.06 -0.01
Te -2.52302 2.60793 2.00059 0.61 -0.10 0.23
C -4.22617 3.30419 1.05976 -0.48 0.25 0.12
C -5.35958 3.82770 1.63913 0.15 -0.15 -0.21
C -6.32835 4.26031 0.69018 0.10 -0.04 -0.15
C -5.92304 4.05286 -0.59730 -0.48 0.22 -0.14
S -4.37385 3.34204 -0.65435 0.15 -0.04 0.11
H -5.48674 3.88541 2.71394 0.04 0.02 -0.13
H -7.28057 4.70587 0.95285 0.08 -0.05 -0.04
H -6.45599 4.28415 -1.51070 0.02 -0.03 0.15
F -0.08842 -0.17951 6.52108 0.02 -0.02 -0.17
C 0.00751 -0.18412 5.16906 -0.03 -0.01 0.13
C 0.16650 1.00963 4.50537 0.08 0.06 -0.33
C 0.25730 0.98539 3.11084 0.09 0.15 0.06
C 0.18778 -0.20044 2.37093 0.05 0.12 0.33
C 0.03699 -1.38257 3.10420 -0.07 -0.21 0.03
C -0.05629 -1.38429 4.49361 -0.01 -0.07 -0.12
H 0.21212 1.93802 5.06419 -0.03 -0.06 -0.11
H 0.38629 1.93624 2.60029 -0.17 -0.05 0.07
H -0.00360 -2.32961 2.58067 -0.03 0.02 0.14
H -0.17849 -2.30623 5.05085 0.02 0.05 -0.07

(3)
8
Properties=species:S:1:pos:R:3:forces:R:3 method="wB97M-V/def2-TZVPD" smiles="O=COC(Cl)Cl" fmax_ev_per_a=6.261 total_energy_ha=-1148.22804
O -0.28455 0.96988 1.71998 -3.92 0.75 2.55
C 0.67143 0.88669 1.13767 0.47 -3.36 -5.26
O 0.70218 0.07617 -0.26960 1.43 2.03 3.45
C -0.40924 -0.48994 -0.69974 -3.07 1.27 -1.67
Cl -0.14393 -0.55945 -2.51930 -0.43 -0.20 0.42
Cl -0.73701 -2.11508 -0.09288 0.14 -0.29 0.28
H 1.64545 1.13067 1.30508 2.87 0.87 0.22
H -1.44433 0.10106 -0.58122 2.50 -1.08 0.02

(4)
46
Properties=species:S:1:pos:R:3:forces:R:3 method="wB97M-V/def2-TZVPD" smiles="O=C1C=C(C[C@H]2CO2)C(=O)c2ccccc21.ClC(Cl)Cl.ClC(Cl)Cl.ClC(Cl)Cl.ClC(Cl)Cl" fmax_ev_per_a=5.791 total_energy_ha=-6403.80588
O -4.49031 3.53840 -0.73972 2.87 -1.75 1.97
C -3.52021 3.02349 -0.12773 -1.31 0.77 -1.33
C -2.05360 3.54216 -0.43699 1.36 -1.76 2.62
C -0.98520 3.14070 0.42447 -0.78 1.49 -1.47
C 0.47986 3.66588 0.01794 -0.59 -2.45 -1.99
C 0.72372 2.79210 -1.46007 1.80 2.69 -1.98
C 0.96245 3.78248 -2.80616 3.95 -3.68 2.09
O 2.10836 2.91449 -2.07738 -3.90 -0.84 2.01
C -1.14775 2.20474 1.69497 0.74 -0.84 1.68
O -0.23239 2.04501 2.55873 -3.33 0.77 -3.56
C -2.54874 1.42801 1.82862 -1.92 -1.09 0.20
C -2.71280 0.29470 2.86375 -2.85 0.33 -1.67
C -4.05918 -0.48853 2.98776 0.37 3.31 -2.80
C -5.25111 -0.10333 2.06939 3.80 1.84 0.22
C -5.08343 1.06232 1.00257 4.00 0.20 2.34
C -3.72628 1.83620 0.90767 -0.13 -2.42 2.02
H -1.82031 4.21618 -1.34094 -0.77 -1.15 1.62
H 0.51293 4.76722 -0.26814 -0.07 -1.56 0.67
H 1.30466 3.32739 0.72587 -1.28 0.63 -0.82
H 0.09182 1.78589 -1.62150 1.76 2.39 0.31
H 1.14188 3.18774 -3.77653 -1.49 1.75 1.06
H 1.59478 4.70787 -2.61010 -2.21 -0.39 -0.70
H -1.87840 -0.01975 3.57612 -1.15 0.77 -1.34
H -4.17447 -1.30327 3.77154 0.20 1.25 -1.25
H -6.28816 -0.62521 2.12352 3.18 0.85 1.07
H -5.91526 1.38750 0.30113 1.95 -0.18 1.35
Cl -9.52699 1.37074 1.50619 0.13 -0.08 -0.13
C -8.92421 0.28386 0.24759 -0.19 -0.19 -0.28
Cl -7.26264 -0.21986 0.60764 -4.02 -0.79 -2.02
Cl -9.98245 -1.12550 0.08325 0.04 0.12 -0.04
H -8.92253 0.82255 -0.69859 -0.04 -0.09 0.20
Cl 3.93043 -0.93987 -0.68618 0.09 0.40 0.09
C 4.39056 0.72004 -0.28021 -0.08 0.04 -0.07
Cl 3.98339 1.08579 1.39999 -0.04 0.03 -0.07
Cl 6.11770 0.97451 -0.57135 -0.12 -0.01 -0.01
H 3.83063 1.39834 -0.92304 0.10 -0.11 0.10
Cl 3.39912 -3.72813 -1.87058 0.04 -0.38 -0.14
C 4.94321 -4.58405 -1.99067 0.09 0.11 -0.04
Cl 6.28582 -3.43582 -2.07832 -0.11 -0.16 -0.03
Cl 5.15311 -5.68233 -0.61868 -0.02 0.01 -0.09
H 4.93734 -5.17479 -2.90463 -0.01 0.11 0.20
Cl 8.73376 -8.65363 -1.51063 -0.05 0.12 0.10
C 8.82791 -7.50811 -0.16433 0.00 0.03 0.01
Cl 8.86797 -8.36791 1.38156 -0.05 0.09 -0.12
Cl 10.24761 -6.46587 -0.33329 -0.16 -0.05 0.01
H 7.93738 -6.88035 -0.18451 0.21 -0.14 -0.01

(5)
9
Properties=species:S:1:pos:R:3:forces:R:3 method="wB97M-V/def2-TZVPD" charge=+1 fmax_ev_per_a=2.254 total_energy_ha=-1062.16268
C -0.56665 -0.15240 1.91189 -1.12 -0.32 0.78
N 0.58267 -0.07938 -1.57920 0.41 -0.16 -0.68
N -0.24478 -0.35356 0.82917 0.19 0.42 1.17
N 1.27697 0.72833 -2.14167 1.14 1.91 0.36
S -1.01126 -0.12932 3.54939 0.47 -0.01 -0.02
Cl 1.76500 0.71603 -3.84330 -0.86 -0.87 0.88
H 0.26667 -0.13381 -0.09903 -0.15 -0.03 -0.98
H 0.24221 -0.86171 -2.11074 -0.42 -0.92 -0.86
H -2.31083 0.26583 3.48351 0.34 -0.01 -0.66

(6)
12
Properties=species:S:1:pos:R:3:forces:R:3 method="wB97M-V/def2-TZVPD" fmax_ev_per_a=6.979 total_energy_ha=-244.57954
H 0.30708 1.43956 -1.16223 1.60 0.03 0.54
N 1.24068 1.59094 -0.65658 -2.54 0.49 -1.37
C 1.28575 0.93241 0.40122 -0.28 -2.40 1.01
N 0.44360 -0.17078 0.90694 4.45 1.99 3.81
N -0.79804 -0.27184 0.49256 -4.66 5.16 0.60
C -1.00085 -1.08650 -0.58724 2.80 -3.69 -2.37
H 2.15396 1.06018 1.01793 0.41 -0.11 0.55
H 0.48882 -0.14727 2.01146 0.06 -0.14 -2.94
H -1.14680 0.74848 0.19010 0.53 -2.61 1.03
H -0.05960 -0.96780 -1.23342 -1.63 -0.31 -0.28
H -1.94115 -0.93780 -1.05245 -0.66 0.52 -0.68
H -0.97345 -2.18959 -0.32828 -0.09 1.06 0.09